{"formula": "C28H67FIN5O12P", "method": "wB97M-V/def2-TZVPD", "elements": ["C", "C", "C", "N", "C", "C", "C", "O", "F", "N", "C", "N", "C", "C", "O", "C", "O", "P", "N", "N", "I", "H", "H", "H", "H", "H", "H", "H", "H", "H", "H", "H", "H", "H", "C", "C", "O", "H", "H", "H", "H", "H", "H", "C", "C", "O", "H", "H", "H", "H", "H", "H", "C", "C", "O", "H", "H", "H", "H", "H", "H", "C", "C", "O", "H", "H", "H", "H", "H", "H", "C", "C", "O", "H", "H", "H", "H", "H", "H", "C", "C", "O", "H", "H", "H", "H", "H", "H", "C", "C", "O", "H", "H", "H", "H", "H", "H", "C", "C", "O", "H", "H", "H", "H", "H", "H", "C", "C", "O", "H", "H", "H", "H", "H", "H"], "positions_angstrom": [[2.395, 1.682, 3.814], [3.201, 1.763, 2.934], [4.177, 1.486, 1.862], [3.431, 0.970, 0.707], [3.116, 1.706, -0.340], [3.451, 3.125, -0.628], [2.302, 4.084, -0.306], [2.370, 4.817, 0.614], [1.254, 4.040, -1.107], [2.394, 0.963, -1.177], [2.289, -0.240, -0.643], [1.624, -1.253, -1.223], [0.964, -0.891, -2.510], [1.973, -0.773, -3.661], [1.348, -0.865, -4.945], [0.227, -0.072, -5.025], [0.347, 1.113, -4.963], [1.413, -2.886, -0.712], [0.331, -3.010, 0.411], [2.935, -0.283, 0.557], [3.243, -1.632, 2.040], [1.596, 1.562, 4.526], [4.962, 0.804, 2.187], [4.645, 2.435, 1.610], [4.365, 3.469, -0.155], [3.627, 3.178, -1.709], [0.391, 0.017, -2.326], [0.254, -1.678, -2.784], [2.464, 0.202, -3.631], [2.768, -1.513, -3.548], [-0.772, -0.508, -5.148], [0.954, -3.578, -1.848], [2.666, -3.421, -0.343], [0.713, -3.446, 1.243], [-2.378, 3.034, 4.545], [-1.328, 2.205, 3.835], [-0.406, 1.634, 4.771], [-1.915, 3.833, 5.121], [-3.075, 3.474, 3.831], [-2.942, 2.417, 5.249], [-0.750, 2.821, 3.147], [-1.796, 1.396, 3.264], [-0.909, 1.080, 5.378], [-2.825, -2.614, -7.971], [-1.447, -2.293, -7.424], [-1.305, -2.759, -6.080], [-3.597, -2.160, -7.349], [-2.936, -2.248, -8.992], [-2.999, -3.692, -7.967], [-1.284, -1.215, -7.412], [-0.670, -2.750, -8.043], [-1.437, -3.712, -6.090], [-3.702, -2.150, 1.288], [-4.419, -2.713, 0.077], [-3.763, -2.319, -1.127], [-3.663, -1.061, 1.237], [-4.201, -2.441, 2.214], [-2.669, -2.508, 1.322], [-5.442, -2.341, 0.027], [-4.454, -3.806, 0.122], [-2.864, -2.658, -1.085], [-4.863, 3.026, 8.476], [-3.506, 3.638, 8.192], [-3.560, 4.479, 7.042], [-5.204, 2.445, 7.618], [-4.825, 2.373, 9.349], [-5.607, 3.807, 8.656], [-2.770, 2.860, 7.991], [-3.158, 4.227, 9.048], [-4.200, 5.175, 7.219], [-6.917, 0.156, 4.403], [-5.501, 0.490, 4.831], [-5.263, 0.059, 6.171], [-7.639, 0.630, 5.068], [-7.105, 0.492, 3.381], [-7.096, -0.920, 4.455], [-5.336, 1.567, 4.798], [-4.769, 0.010, 4.170], [-5.396, -0.893, 6.196], [-11.204, 1.185, 4.169], [-10.463, -0.043, 3.673], [-9.966, -0.819, 4.762], [-10.548, 1.803, 4.783], [-11.573, 1.784, 3.335], [-12.054, 0.897, 4.793], [-9.605, 0.249, 3.068], [-11.120, -0.668, 3.059], [-10.721, -1.089, 5.294], [6.532, -2.028, -0.723], [6.289, -3.492, -0.413], [5.025, -3.911, -0.941], [5.732, -1.414, -0.299], [7.487, -1.693, -0.318], [6.534, -1.853, -1.800], [6.266, -3.659, 0.663], [7.078, -4.116, -0.840], [5.053, -3.777, -1.894], [5.738, 1.420, -6.756], [5.117, 0.510, -5.715], [4.288, 1.245, -4.814], [6.332, 2.199, -6.276], [6.380, 0.858, -7.436], [4.964, 1.919, -7.343], [5.892, 0.028, -5.117], [4.516, -0.270, -6.193], [3.593, 1.663, -5.334], [9.714, -0.544, -5.299], [9.139, -1.480, -4.254], [8.304, -0.772, -3.333], [10.292, 0.248, -4.824], [10.359, -1.082, -5.994], [8.914, -0.062, -5.869], [9.936, -1.942, -3.675], [8.553, -2.274, -4.729], [7.593, -0.369, -3.840]], "de_lowest_kj_mol": 60.9, "total_charge": 1, "e_tot_ev": -82237.1546, "orbital_gap_ha": 0.260, "e_lumo_ev": -4.4}